# C28H42F16NO13S

6 unconnected molecules or ions with the total composition C28H42F16NO13S (wB97M-V/def2-TZVPD, OMol25).

```
101
Properties=species:S:1:pos:R:3:lowdin_charge:R:1
O 5.2956 5.1115 2.8561 -0.21
S 4.2998 4.5342 2.0431 0.62
O 2.9513 4.3081 2.5177 -0.30
O 4.1908 5.4789 0.7790 -0.12
C 4.8242 2.9717 1.4030 -0.20
C 3.7568 2.4499 0.4169 -0.18
C 2.8541 1.4852 1.1979 -0.14
C 1.3703 1.3441 0.7753 -0.23
C 0.9042 2.2814 -0.3627 -0.13
C 0.6231 3.7116 0.1010 -0.13
C -0.3437 3.6678 1.2734 -0.05
N 0.4213 2.9713 2.3424 -0.05
F -0.1437 3.1832 3.5818 0.09
C 0.5119 1.5148 2.0444 -0.04
H 3.3572 5.3578 0.3075 0.08
H 5.8477 3.0527 1.0492 0.12
H 4.7958 2.3520 2.2989 0.11
H 4.2117 1.9732 -0.4473 0.13
H 3.1860 3.3012 0.0704 0.06
H 3.3357 0.5075 1.1773 0.12
H 2.8599 1.7866 2.2453 0.10
H 1.1597 0.3268 0.4664 0.12
H -0.0379 1.8878 -0.7437 0.10
H 1.5966 2.2594 -1.2012 0.13
H 0.2189 4.3347 -0.6950 0.13
H 1.5326 4.2050 0.4538 0.08
H -1.1790 3.0117 1.0366 0.14
H -0.6863 4.6338 1.6309 0.15
H 1.3865 3.3597 2.4114 0.14
H 0.9847 1.0316 2.8967 0.13
H -0.4969 1.1136 1.9607 0.14
C 0.8178 -3.4377 5.5135 -0.04
C 2.2671 -3.0992 5.2564 -0.16
O 2.5876 -3.2416 3.8408 0.04
C 2.2493 -2.2518 3.0617 -0.40
O 1.7487 -1.1969 3.3486 0.15
C 2.6308 -2.5782 1.5939 -0.53
F 2.2517 -3.7953 1.2214 0.18
F 3.9455 -2.4580 1.4131 0.19
F 2.0161 -1.6828 0.8036 0.13
H 0.5913 -4.4430 5.1582 0.08
H 0.6240 -3.3977 6.5850 0.09
H 0.1501 -2.7369 5.0134 0.08
H 2.9378 -3.7929 5.7539 0.12
H 2.5196 -2.0871 5.5677 0.13
C -0.7576 4.7949 -6.4055 -0.05
C -1.8310 4.8326 -5.3457 -0.17
O -2.0865 3.5000 -4.8120 0.04
C -1.2609 3.0405 -3.9101 -0.41
O -0.3086 3.5719 -3.4083 0.15
C -1.7291 1.6314 -3.4692 -0.53
F -2.0551 0.8553 -4.4940 0.19
F -2.8056 1.7560 -2.6719 0.15
F -0.7679 1.0231 -2.7658 0.13
H -1.0291 4.0992 -7.1988 0.09
H -0.6465 5.7880 -6.8390 0.09
H 0.2022 4.4921 -5.9886 0.08
H -2.7906 5.1372 -5.7535 0.13
H -1.5737 5.4921 -4.5182 0.13
C -5.8619 2.4858 -3.6569 -0.05
C -5.5821 1.3679 -4.6344 -0.20
O -6.6606 1.2151 -5.5811 0.04
C -6.6588 2.0779 -6.5861 -0.40
O -5.8652 2.9487 -6.7903 0.16
C -7.8452 1.7795 -7.5359 -0.56
F -8.9756 1.5979 -6.8513 0.17
F -7.5866 0.6648 -8.2300 0.17
F -8.0149 2.7817 -8.3857 0.18
H -6.8068 2.3214 -3.1387 0.09
H -5.0657 2.5440 -2.9184 0.06
H -5.9193 3.4429 -4.1742 0.08
H -5.5168 0.4044 -4.1333 0.13
H -4.6563 1.5365 -5.1839 0.11
C -0.9626 -1.6845 -1.0315 -0.04
C -2.2899 -1.4642 -0.3443 -0.18
O -2.6764 -2.6190 0.4371 0.05
C -2.0912 -2.7138 1.6169 -0.39
O -1.3018 -1.9500 2.1008 0.14
C -2.6175 -3.9573 2.3763 -0.56
F -2.6017 -5.0360 1.5964 0.18
F -3.8690 -3.7320 2.7789 0.18
F -1.8604 -4.1851 3.4429 0.17
H -0.9985 -2.5500 -1.6924 0.10
H -0.6998 -0.8013 -1.6050 0.06
H -0.1804 -1.8548 -0.2948 0.06
H -3.0992 -1.3119 -1.0539 0.13
H -2.2567 -0.6050 0.3269 0.12
C 1.4377 -6.6358 2.5201 -0.06
C 2.8261 -7.0670 2.1135 -0.18
O 3.8450 -6.3441 2.8478 0.03
C 4.0894 -6.7676 4.0763 -0.41
O 3.5747 -7.6725 4.6626 0.18
C 5.2383 -5.9355 4.6914 -0.55
F 5.0352 -4.6255 4.5022 0.16
F 6.3939 -6.2703 4.1107 0.18
F 5.3268 -6.1579 5.9966 0.18
H 1.3218 -5.5580 2.3980 0.05
H 0.7012 -7.1397 1.8943 0.09
H 1.2365 -6.8922 3.5597 0.08
H 3.0307 -6.8267 1.0732 0.13
H 2.9771 -8.1352 2.2619 0.13
```

Summary:
gap between HOMO and LUMO	10.6	eV
net charge	+1
E_tot	-4120.8570	hartree
HOMO	-0.4730	Ha